Formula: C14H24INO5
Source: the OMol25 dataset
Level of theory: the ωB97M-V functional and the def2-TZVPD basis

As for the SMILES: O=C(O)CCC[C@H]1C[C@H](CC(=O)I)NC1=O.CCOCC. As for the frontier orbital gap: 9.239 eV. As for the largest force on an atom: 9.1 eV Å⁻¹.

Bonds (Å) are listed after each position.
Geometry (Å):
1 O 2.6760 0.1778 -3.2241  C2 1.342
2 C 2.4974 0.6191 -1.9694  O1 1.342, O3 1.493, C4 1.652
3 O 2.2498 -0.3978 -0.9054  C2 1.493, H17 1.012
4 C 2.4849 2.2208 -1.5631  C2 1.652, C5 1.671, H18 1.182, H19 1.192
5 C 0.9835 2.9228 -1.7738  C4 1.671, C6 1.640, H20 1.188, H21 1.185
6 C -0.1308 1.9465 -1.0705  C5 1.640, C7 1.639, H22 1.192, H23 1.183
7 C -1.5224 2.6882 -0.6230  C6 1.639, C8 1.639, C15 1.668, H24 1.172
8 C -2.7025 2.9754 -1.7239  C7 1.639, C9 1.671, H25 1.170, H26 1.190
9 C -3.7896 1.7065 -1.6967  C8 1.671, C10 1.664, N14 1.542, H27 1.180
10 C -5.1998 1.9333 -0.8424  C9 1.664, C11 1.652, H28 1.184, H29 1.193
11 C -6.0894 0.5417 -0.8918  C10 1.652, O12 1.361, I13 2.206
12 O -7.1875 0.4681 -1.6929  C11 1.361
13 I -5.6244 -1.2981 0.2340  C11 2.206
14 N -2.9390 0.6784 -0.9232  C9 1.542, C15 1.513, H30 1.060
15 C -2.2932 1.4588 0.2003  C7 1.668, N14 1.513, O16 1.335
16 O -2.2916 1.3059 1.5269  C15 1.335
17 H 3.0125 -1.0627 -0.9220  O3 1.012
18 H 3.3343 2.8075 -2.1397  C4 1.182
19 H 2.7649 2.2589 -0.4054  C4 1.192
20 H 0.9855 4.0320 -1.3470  C5 1.188
21 H 0.6947 3.0017 -2.9204  C5 1.185
22 H 0.3693 1.5424 -0.0667  C6 1.192
23 H -0.2773 1.0176 -1.7875  C6 1.183
24 H -1.3024 3.6841 -0.0462  C7 1.172
25 H -2.3465 3.0893 -2.8330  C8 1.170
26 H -3.3786 3.8629 -1.3089  C8 1.190
27 H -4.1173 1.3013 -2.7554  C9 1.180
28 H -5.0041 2.3174 0.2609  C10 1.184
29 H -5.7585 2.8353 -1.3869  C10 1.193
30 H -2.2856 0.1771 -1.5905  N14 1.060
31 C 4.2421 -4.3288 1.6348  C32 1.519, H36 1.094, H37 1.094, H38 1.094
32 C 3.9193 -3.7580 3.0046  C31 1.519, O33 1.425, H39 1.096, H40 1.096
33 O 3.3954 -2.4337 2.9599  C32 1.425, C34 1.425
34 C 2.1694 -2.2570 2.2559  O33 1.425, C35 1.519, H41 1.095, H42 1.096
35 C 1.0147 -3.0499 2.8433  C34 1.519, H43 1.094, H44 1.094, H45 1.095
36 H 4.9027 -3.6547 1.0812  C31 1.094
37 H 4.7309 -5.3030 1.7320  C31 1.094
38 H 3.3383 -4.4666 1.0342  C31 1.094
39 H 4.8449 -3.7066 3.5884  C32 1.096
40 H 3.2414 -4.4170 3.5587  C32 1.096
41 H 2.3050 -2.4836 1.1935  C34 1.095
42 H 1.9271 -1.1902 2.3170  C34 1.096
43 H 1.1760 -4.1272 2.7448  C35 1.094
44 H 0.0807 -2.8031 2.3291  C35 1.094
45 H 0.8998 -2.8327 3.9102  C35 1.095